Here is an isolated molecule of C18H29N3O4S in a non-equilibrium geometry from the OMol25 dataset. Energies are from ωB97M-V/def2-TZVPD.

Cartesian coordinates (Å):
C (-1.97495, 3.15579, 0.01319)
C (-1.57700, 2.37099, 1.26112)
N (-1.04074, 1.05811, 0.98611)
C (-1.90658, 0.07469, 0.38116)
C (-1.32138, -1.31964, 0.63182)
O (-1.08114, -1.71208, 1.75788)
N (-1.20133, -2.07328, -0.47172)
C (-0.44307, -3.30955, -0.42146)
C (-0.05891, -3.73745, -1.83340)
C (0.71346, -2.63486, -2.56514)
N (-0.16325, -1.54738, -2.98981)
C (-0.86787, -1.83206, -4.22921)
C (-1.85011, -0.69477, -4.51263)
O (-1.18869, 0.54108, -4.62781)
C (-0.45878, 0.82501, -3.45477)
C (0.54309, -0.27887, -3.12372)
S (0.58869, 1.03581, 0.63031)
O (0.96246, 2.18202, -0.15847)
O (0.91336, -0.24860, 0.07374)
C (1.29543, 1.19220, 2.25976)
C (0.98547, 0.23330, 3.20498)
C (1.52168, 0.34912, 4.47528)
C (2.35838, 1.41222, 4.80339)
C (2.95169, 1.51986, 6.17435)
C (2.65333, 2.36352, 3.83183)
C (2.12379, 2.25628, 2.55768)
H (-1.11360, 3.24373, -0.64365)
H (-2.30973, 4.15049, 0.29544)
H (-2.78188, 2.65669, -0.51820)
H (-0.79059, 2.90806, 1.79665)
H (-2.43451, 2.25406, 1.93268)
H (-2.87643, 0.13176, 0.88624)
H (-2.05115, 0.24364, -0.69453)
H (-1.12329, -1.61330, -1.38127)
H (0.45396, -3.14834, 0.18726)
H (-1.04714, -4.08158, 0.06741)
H (0.56676, -4.62875, -1.77200)
H (-0.95940, -3.99716, -2.39194)
H (1.44522, -2.21244, -1.87353)
H (1.25466, -3.06188, -3.42525)
H (-1.41848, -2.76947, -4.13248)
H (-0.16542, -1.92197, -5.07638)
H (-2.36528, -0.85643, -5.46130)
H (-2.59195, -0.64985, -3.69895)
H (0.05813, 1.76858, -3.63100)
H (-1.15038, 0.95176, -2.60780)
H (1.02792, -0.04446, -2.17518)
H (1.30261, -0.32930, -3.92189)
H (0.32992, -0.58118, 2.93613)
H (1.28655, -0.39351, 5.22321)
H (3.92261, 1.02440, 6.19567)
H (2.31374, 1.04073, 6.91253)
H (3.10033, 2.56013, 6.45355)
H (3.30124, 3.19278, 4.07590)
H (2.33853, 2.98135, 1.78822)

The energy above the lowest of the compared OMol25 structures with the same formula, charge and spin comes out at 1.756 eV. Its structure (SMILES) is CCN(CC(=O)NCCCN1CCOCC1)S(=O)(=O)c1ccc(C)cc1. As for the net charge: 0. The value obtained for the HOMO energy is -8.873 eV. The value obtained for the LUMO energy is 0.772 eV. The value obtained for the HOMO-LUMO gap is 0.3545 hartree.

Mulliken charges, unit e, in atom order: C -1.161; C -0.645; N 0.302; C -0.191; C -0.040; O -0.727; N -0.123; C -0.613; C -0.781; C -0.849; N 0.536; C -0.703; C -0.684; O -0.452; C -0.262; C -0.733; S 1.839; O -0.749; O -0.684; C -0.637; C -0.507; C -1.090; C 1.064; C -1.483; C -0.804; C -0.088; H 0.282; H 0.453; H 0.278; H 0.332; H 0.488; H 0.476; H 0.065; H 0.331; H 0.277; H 0.380; H 0.421; H 0.281; H 0.388; H 0.433; H 0.349; H 0.366; H 0.370; H 0.301; H 0.386; H 0.067; H 0.348; H 0.319; H 0.507; H 0.392; H 0.295; H 0.377; H 0.380; H 0.385; H 0.539

=====

Here is a structure of composition C3H4N2O from the OMol25 dataset. Energies are from ωB97M-V/def2-TZVPD.

Cartesian coordinates (Å):
O (-1.69983, -1.61059, -0.02262)
C (-1.02947, -0.55574, -0.29120)
N (-1.02286, 0.46568, -1.04784)
C (1.08579, 1.32709, 0.07260)
C (1.40475, 0.38753, 0.79238)
N (-0.12717, -0.84226, 0.75724)
H (-1.83875, 0.48141, -1.65210)
H (0.72768, 2.11877, -0.54810)
H (2.07780, -0.11273, 1.46077)
H (0.42207, -1.65917, 0.47887)

The energy above the lowest of the compared OMol25 structures with the same formula, charge and spin comes out at 6.585 eV. As for the net charge: 0. The value obtained for the HOMO energy (alpha / beta) is -9.532 / -9.528 eV. The value obtained for the LUMO energy (alpha / beta) is -1.590 / -1.590 eV. The value obtained for the HOMO-LUMO gap (alpha / beta) is 0.2919 / 0.2917 hartree.

Mulliken charges, unit e, in atom order: O -0.536; C 0.607; N -0.625; C -0.200; C -0.273; N -0.289; H 0.227; H 0.418; H 0.377; H 0.294

=====

Here is a structure of composition C30H21F10N8NaO2PS5 in a non-equilibrium geometry from the OMol25 dataset. Energies are from ωB97M-V/def2-TZVPD.

Cartesian coordinates (Å):
Na (-0.50117, -0.48136, -0.63339)
C (-2.84171, 4.10169, -1.98873)
C (-2.59319, 3.73529, -3.45721)
S (-2.10084, 2.01405, -3.69151)
C (-0.59275, 2.15210, -4.68464)
C (0.53202, 3.05321, -4.16992)
S (1.18204, 2.57398, -2.55072)
C (1.14852, 4.15288, -1.67705)
C (-0.21224, 4.83007, -1.49195)
S (-1.50393, 3.75506, -0.83232)
H (-3.12518, 5.15476, -1.92189)
H (-3.67547, 3.51780, -1.59064)
H (-3.51487, 3.91437, -4.01417)
H (-1.82898, 4.37657, -3.89494)
H (-0.25026, 1.11859, -4.75851)
H (-0.86366, 2.48228, -5.69011)
H (1.34838, 3.01858, -4.89281)
H (0.20113, 4.08994, -4.11137)
H (1.58053, 3.92139, -0.70045)
H (1.82543, 4.84965, -2.17579)
H (-0.08469, 5.66700, -0.80358)
H (-0.55633, 5.24418, -2.44004)
S (-2.79489, 1.50920, 1.57048)
C (-3.49824, 0.06737, 2.01016)
C (-4.95250, -0.03366, 1.88907)
N (-6.09679, -0.08198, 1.77360)
C (-2.79718, -1.09006, 2.45213)
S (-1.14436, -1.22810, 2.56644)
C (-3.59898, -2.25753, 2.80903)
N (-4.21531, -3.18889, 3.08771)
N (-6.58785, -2.02026, -3.78326)
C (-6.29159, -2.68297, -2.62584)
O (-6.96976, -3.59863, -2.20943)
C (-5.05409, -2.20730, -1.91407)
C (-4.57856, -0.91102, -2.03341)
C (-3.39297, -0.58762, -1.39777)
N (-2.68204, -1.45944, -0.68308)
C (-3.16823, -2.69547, -0.54541)
C (-4.35193, -3.10834, -1.13306)
H (-7.35571, -2.37134, -4.32816)
H (-5.91698, -1.41400, -4.21825)
H (-5.11499, -0.14942, -2.58527)
H (-2.99193, 0.41845, -1.47532)
H (-2.58310, -3.37708, 0.06097)
H (-4.72184, -4.11565, -1.00030)
F (3.97500, 0.10695, 6.65108)
C (4.46873, -0.71042, 5.70133)
C (5.69403, -1.29802, 5.92157)
F (6.29946, -1.01613, 7.09237)
C (6.32417, -2.14573, 4.99499)
C (5.57031, -2.32825, 3.82391)
C (4.34029, -1.74195, 3.61473)
F (3.71457, -1.97902, 2.43968)
C (3.73335, -0.91598, 4.54408)
C (2.41258, -0.26773, 4.32840)
C (2.16996, 0.32473, 3.16904)
N (2.06571, 0.86172, 2.11180)
C (1.40057, -0.26567, 5.35182)
N (0.61208, -0.28619, 6.18853)
F (6.05745, -3.10020, 2.83138)
C (7.61043, -2.75482, 5.22012)
C (8.41010, -2.49042, 6.37479)
N (9.11114, -2.30459, 7.27660)
C (8.21968, -3.65858, 4.29776)
N (8.76624, -4.40083, 3.59789)
F (-0.31214, -0.27972, -2.64523)
P (0.33715, -1.72482, -3.13474)
F (0.23494, -1.23026, -4.66188)
F (0.41519, -2.14795, -1.53242)
F (0.97580, -3.12331, -3.54723)
F (-1.13950, -2.33437, -3.20349)
F (1.79589, -1.06024, -2.99913)
C (2.75417, 0.10791, -0.10862)
C (1.67833, 0.67032, 0.77473)
O (0.58513, 0.99746, 0.39538)
H (2.60518, -0.97368, -0.18332)
H (3.74254, 0.28731, 0.30806)
H (2.65851, 0.52408, -1.10921)

The spin multiplicity is 2. As for the net charge: -2. The value obtained for the HOMO energy (alpha / beta) is -2.885 / -2.885 eV. The value obtained for the LUMO energy (alpha / beta) is 2.817 / 2.407 eV. The value obtained for the HOMO-LUMO gap (alpha / beta) is 0.2096 / 0.1945 hartree.

Mulliken charges, unit e, in atom order: Na 0.584; C -0.862; C -0.912; S 0.100; C -0.620; C -1.054; S 0.102; C -0.867; C -0.951; S 0.052; H 0.523; H 0.346; H 0.513; H 0.381; H 0.079; H 0.591; H 0.523; H 0.421; H 0.331; H 0.459; H 0.530; H 0.332; S -0.182; C 0.227; C -0.007; N -0.585; C 0.429; S -0.128; C -0.010; N -0.572; N -0.361; C 0.071; O -0.630; C 1.032; C -1.048; C -0.279; N 0.489; C -1.113; C -0.550; H 0.226; H 0.193; H 0.393; H 0.553; H 0.539; H 0.454; F -0.348; C 0.439; C -0.015; F -0.341; C 0.626; C -0.017; C 0.385; F -0.294; C 0.428; C -0.381; C 0.407; N -0.257; C 0.100; N -0.558; F -0.347; C 0.212; C 0.175; N -0.723; C 0.157; N -0.724; F -0.367; P 1.448; F -0.401; F -0.430; F -0.343; F -0.374; F -0.417; C -1.033; C 0.646; O -0.351; H 0.275; H 0.469; H 0.215

=====

Here is an isolated molecule of C16H24O5 in a non-equilibrium geometry from the OMol25 dataset. Energies are from ωB97M-V/def2-TZVPD.

Cartesian coordinates (Å):
C (-0.77470, 2.60080, -1.32543)
O (-0.41045, 2.91781, -0.16115)
C (0.47365, 2.24140, 0.55893)
C (-0.21726, 0.98383, 1.08566)
C (0.83051, 0.20714, 2.10687)
O (-0.10571, -0.82833, 2.41345)
C (2.14363, -0.08845, 1.52242)
C (2.07699, -0.77336, 0.44331)
O (2.15171, -0.16301, -0.73089)
C (1.67696, -2.26350, 0.40107)
C (2.59219, -3.25698, -0.74583)
O (0.37477, -2.47731, 0.15534)
C (-0.12019, -2.10499, -1.03968)
C (-1.32901, -1.64346, -1.38129)
C (-2.02699, -0.79850, -2.24386)
C (-3.41814, -0.11486, -2.22028)
C (-4.04262, -0.71438, -1.16329)
C (-3.71072, -1.34754, -0.00642)
C (-2.47673, -1.90999, -0.11212)
O (0.93220, 3.08478, 1.53371)
C (1.71175, 4.19130, 1.43127)
H (-1.48205, 1.68774, -1.42655)
H (0.11831, 2.51901, -1.92886)
H (-1.07991, 3.52056, -1.87858)
H (1.37312, 2.08150, -0.02169)
H (-0.23211, 0.22704, 0.33359)
H (-1.06267, 1.26679, 1.87115)
H (0.60698, 0.77766, 3.14585)
H (-0.18672, -1.58503, 1.80891)
H (2.60560, -0.78417, 2.41718)
H (2.76131, 0.78212, 1.70918)
H (1.74080, -2.77952, 1.57600)
H (3.58618, -3.21745, -0.16920)
H (2.21948, -4.07519, -0.82741)
H (2.65515, -2.65312, -1.43552)
H (0.00334, -3.17459, -1.79812)
H (0.57751, -1.32624, -1.86054)
H (-1.35238, -0.38928, -3.00765)
H (-3.69327, 0.51622, -3.01054)
H (-5.14852, -0.24389, -1.11317)
H (-4.29974, -1.61536, 0.57352)
H (-1.96653, -2.63654, 0.59590)
H (2.01174, 4.63855, 2.48579)
H (1.21227, 4.85202, 0.75533)
H (2.70028, 3.86874, 0.68364)

The energy above the lowest of the compared OMol25 structures with the same formula, charge and spin comes out at 16.284 eV. Its structure (SMILES) is COC(C[C@@H](O)CC(=O)[C@H](C)OCc1ccccc1)OC. As for the net charge: 0. The value obtained for the HOMO energy is -8.377 eV. The value obtained for the LUMO energy is -0.202 eV. The value obtained for the HOMO-LUMO gap is 0.3004 hartree.

Mulliken charges, unit e, in atom order: C -0.741; O -0.399; C -0.084; C 0.540; C -0.229; O -0.607; C -0.919; C 0.521; O -0.602; C 0.354; C -1.951; O -0.311; C 0.080; C 0.112; C -0.371; C -0.657; C -0.083; C -1.667; C 0.150; O -0.349; C -0.678; H 0.151; H 0.337; H 0.382; H 0.588; H -0.547; H 0.330; H 0.342; H 0.443; H 0.304; H 0.491; H 0.242; H 0.363; H 0.673; H 0.588; H 0.160; H 0.154; H 0.327; H 0.494; H 0.138; H 0.965; H 0.233; H 0.189; H 0.323; H 0.219

=====

- The lowest net charge belongs to which entry?
  C30H21F10N8NaO2PS5

=====

- Number 4 is which compound?
  C16H24O5

=====

- Which of these has the lowest net charge?
  C30H21F10N8NaO2PS5